Record 1
Computed, not measured: a molecular structure, C33H29N5O5RhSSi, with ωB97M-V/def2-TZVPD.

XYZ file:
```
75
Properties=species:S:1:pos:R:3:forces:R:3:lowdin_charge:R:1
Rh -1.3427 -0.1723 -0.1491 0.35 0.55 0.50 1.105
S -2.0529 -0.9656 2.0064 0.04 -0.04 -0.12 0.733
Si 1.9212 0.7256 0.5629 0.58 0.27 0.33 0.486
O 0.5981 -0.0760 0.0945 -0.57 -0.30 -0.07 -0.433
O -1.6984 -8.2359 0.0067 0.08 -0.07 0.02 0.119
O -3.7308 -7.5080 0.0436 -0.10 -0.01 0.02 0.109
O -3.4244 -1.4660 -0.9803 0.02 -0.10 -0.06 0.012
O -0.6906 -2.2432 -0.8585 0.02 -0.13 -0.09 0.000
N -4.5167 -0.4645 2.8518 -0.01 -0.13 -0.02 0.118
N -1.1627 0.8991 -1.8531 0.07 -0.05 -0.24 -0.025
N -3.8701 0.6789 0.9725 -0.12 -0.03 -0.13 0.011
N -2.5317 -7.3634 -0.0438 0.00 0.09 -0.03 -0.345
N -2.8904 1.0198 0.0589 0.08 0.03 -0.05 -0.157
C 0.1757 2.9360 0.9761 0.14 0.07 0.02 -0.103
C 4.0281 -0.0719 4.0764 0.02 0.05 -0.07 -0.080
C 0.8122 5.2475 1.1090 0.00 0.00 0.00 -0.086
C 5.1497 0.3902 -2.7975 0.00 0.00 0.01 -0.085
C -0.2198 -4.4753 -0.4561 -0.04 0.05 -0.10 0.095
C -2.5769 -3.6729 -0.5995 0.08 0.08 0.06 -0.077
C -2.0429 -5.9823 -0.2367 0.12 0.11 -0.04 -0.067
C 3.6296 0.4919 2.8717 -0.02 -0.09 0.06 -0.087
C -1.9972 2.8321 -2.9953 -0.04 0.07 -0.06 0.001
C -0.9538 2.7424 -3.8838 0.00 0.01 0.01 -0.039
C -0.0064 1.7224 -3.7506 -0.01 0.00 -0.05 -0.043
C -2.1095 1.8873 -1.9601 0.06 -0.09 0.09 -0.227
C 2.5507 -0.0344 2.1578 -0.26 -0.04 -0.09 -0.228
C -0.1738 4.2713 1.1319 0.00 -0.06 0.00 -0.088
C 1.8849 -1.1457 2.6827 0.17 0.05 0.15 -0.102
C 3.2658 0.6111 -0.7362 -0.19 0.05 -0.09 -0.224
C -3.5866 -0.2048 1.9220 0.12 0.15 0.06 -0.783
C -4.3230 2.7748 -1.0671 0.09 -0.04 0.01 -0.010
C -3.6156 -2.6482 -0.8072 -0.07 0.05 -0.06 -0.167
C -1.1490 -3.3756 -0.6425 0.05 -0.12 -0.12 -0.311
C 2.4806 3.5453 0.7750 -0.01 -0.01 0.00 -0.090
C 3.3545 -1.1745 4.5855 -0.01 -0.01 0.00 -0.087
C 5.2458 -0.4213 -1.6764 -0.01 -0.02 0.04 -0.081
C 4.3130 -0.3079 -0.6516 -0.01 0.04 -0.07 -0.083
C 2.2834 -1.7137 3.8882 -0.05 0.00 -0.09 -0.087
C -3.1294 1.8800 -0.9817 -0.18 -0.11 0.03 -0.244
C -2.9869 -4.9616 -0.4103 -0.14 -0.08 0.02 0.073
C 1.5062 2.5450 0.7990 -0.25 -0.07 -0.12 -0.215
C 2.1392 4.8827 0.9280 0.03 -0.03 0.02 -0.077
C -0.1418 0.8302 -2.7102 -0.05 0.02 0.04 -0.102
C 4.1215 1.3198 -2.8946 -0.08 0.03 0.04 -0.084
C -0.6670 -5.7514 -0.2583 -0.07 -0.15 0.05 0.043
C 3.1861 1.4250 -1.8736 0.17 -0.10 -0.01 -0.113
H 3.6670 -1.6120 5.5253 -0.01 0.00 -0.01 0.103
H -0.8570 3.4691 -4.6795 -0.02 0.00 0.01 0.118
H -2.7226 3.6299 -3.0707 0.01 0.00 -0.02 0.115
H -4.0410 -5.2093 -0.4034 0.02 -0.07 0.03 0.137
H -4.0094 3.8215 -1.0673 -0.03 0.00 -0.01 0.097
H -1.2111 4.5505 1.2781 0.02 0.00 0.00 0.098
H 4.8644 0.3504 4.6194 -0.01 -0.01 0.00 0.105
H 1.7563 -2.5750 4.2818 0.02 0.02 0.01 0.099
H 4.1698 1.3519 2.4889 -0.03 0.00 0.00 0.105
H -5.0105 2.6587 -0.2311 0.01 0.03 0.00 0.067
H -4.6499 -3.0325 -0.8036 0.02 -0.10 0.00 0.143
H 0.8349 -4.2354 -0.4913 -0.03 0.03 0.01 0.143
H 4.4059 -0.9383 0.2264 -0.01 0.00 -0.01 0.101
H 0.5713 0.0356 -2.5352 0.01 0.01 0.04 0.120
H 2.3905 2.1592 -1.9554 0.03 0.01 0.02 0.095
H 2.9103 5.6425 0.9020 -0.01 -0.01 0.01 0.106
H -0.6028 2.1801 1.0032 -0.04 0.03 0.04 0.061
H 5.8796 0.3046 -3.5926 0.00 0.01 0.01 0.104
H -4.3138 -1.1609 3.5474 -0.03 -0.02 0.00 0.104
H -4.8792 2.5917 -1.9882 -0.02 0.03 0.01 0.101
H 6.0498 -1.1426 -1.5965 0.00 0.02 -0.01 0.104
H -5.4512 -0.0958 2.8078 0.04 0.10 0.06 0.119
H 0.5488 6.2898 1.2367 0.00 0.00 -0.02 0.104
H 3.5216 3.2788 0.6234 -0.01 0.02 -0.02 0.106
H 1.0455 -1.5663 2.1382 0.01 0.01 0.01 0.069
H 0.8209 1.6233 -4.4380 0.00 0.00 0.02 0.113
H -4.8100 1.0211 0.8335 0.04 0.05 0.01 0.151
H 4.0554 1.9698 -3.7591 0.01 -0.03 0.00 0.102
H 0.0111 -6.5824 -0.1270 -0.01 0.00 0.01 0.136
```
Forces are in eV/Å.

Summary:
- gap between HOMO and LUMO (spin up / spin down) (Ha) = 0.207 / 0.163
- net charge = +1
- spin multiplicity = 5
- HOMO energy (spin up / spin down) (eV) = -9.141 / -10.787
- total energy (Eh) = -2722.80459



Record 2
Computed, not measured: 2 unconnected molecules or ions with the total composition C3H9NO2, with ωB97M-V/def2-TZVPD.

XYZ file:
```
15
Properties=species:S:1:pos:R:3:forces:R:3:lowdin_charge:R:1
O 0.3088 2.1267 2.3813 -0.87 0.42 0.18 -0.062
O 2.5540 -1.4852 0.3645 2.95 0.73 1.19 0.075
N -0.7476 -0.5961 -0.2843 1.04 0.42 -0.84 -0.112
C 0.7416 -0.3720 -0.7474 -2.94 -1.22 0.03 -0.170
C 1.5333 -1.5025 -0.1984 -4.05 -3.45 -0.52 -0.342
C -1.8188 0.0883 -1.1842 5.67 3.34 3.75 -0.066
H 0.8383 -0.3841 -1.8371 -0.33 -0.01 0.04 0.123
H 0.0235 1.9442 3.2928 0.55 -0.14 -0.59 0.047
H 1.1479 0.5101 -0.3677 0.56 1.79 0.48 0.083
H -1.1646 1.0136 -1.5121 -2.38 -1.09 0.16 0.109
H 1.0808 1.6147 2.1577 0.35 -0.35 0.38 0.018
H -2.6524 0.2885 -0.5429 -0.54 0.29 -0.16 0.066
H 0.9115 -2.5469 -0.2182 1.05 1.86 -0.36 0.151
H -0.8146 -0.1658 0.6396 0.11 -0.09 -0.34 0.071
H -1.9418 -0.5335 -1.9436 -1.15 -2.51 -3.40 0.007
```
Forces are in eV/Å.

Summary:
- gap between HOMO and LUMO (Ha) = 0.368
- net charge = 0
- HOMO energy (eV) = -9.299
- SMILES string = CNCC=O.O
- total energy (Eh) = -324.86274
- relative energy (zero: lowest compared OMol25 entry of this formula, charge and spin) (kJ/mol) = 288.5



Record 3
Computed, not measured: C4H5NO in the gas phase, with ωB97M-V/def2-TZVPD.

XYZ file:
```
11
Properties=species:S:1:pos:R:3:forces:R:3:lowdin_charge:R:1
O -1.1401 1.0337 0.5740 -0.10 -0.01 -0.11 -0.052
N 1.9750 -0.4406 -0.1673 -0.30 -0.24 -0.21 0.122
C -1.5206 -0.1579 0.0742 0.04 -0.19 -0.09 -0.123
C 0.7204 -0.2241 -0.1530 0.29 0.17 0.14 -0.381
C 0.2717 1.1310 0.3382 0.18 0.13 0.06 -0.112
C -0.5379 -0.9526 -0.3909 0.03 0.02 0.17 -0.007
H -2.5921 -0.3317 0.1141 0.22 -0.06 0.00 0.132
H -0.6789 -1.9596 -0.7626 0.11 0.21 0.00 0.103
H 0.4427 1.9196 -0.4013 0.02 -0.12 0.08 0.138
H 2.2432 -1.3685 -0.4800 -0.23 -0.14 -0.11 0.046
H 0.8164 1.3506 1.2545 -0.27 0.23 0.06 0.133
```
Forces are in eV/Å.

Summary:
- gap between HOMO and LUMO (Ha) = 0.364
- net charge = 0
- HOMO energy (eV) = -8.953
- SMILES string = [H]/N=C1\C=COC1
- total energy (Eh) = -285.37295
- relative energy (zero: lowest compared OMol25 entry of this formula, charge and spin) (kJ/mol) = 109.3



Record 4
Computed, not measured: C5H6O in the gas phase, with ωB97M-V/def2-TZVPD.

XYZ file:
```
12
Properties=species:S:1:pos:R:3:forces:R:3:lowdin_charge:R:1
O -1.4280 -1.0710 -0.2837 0.43 0.59 -0.67 0.019
C 1.3278 -0.0225 -0.5457 -0.76 0.23 -0.03 -0.143
C -0.6833 -0.6212 0.6994 1.06 -0.47 0.09 -0.198
C 1.3871 -1.0653 0.1865 -1.06 0.11 0.26 0.051
C -0.4066 0.9107 0.6073 0.09 -0.10 -0.17 -0.157
C 0.3775 0.9445 -0.6976 0.74 0.50 0.09 -0.177
H 2.0932 -1.5575 0.8236 0.13 0.03 0.16 0.038
H -0.8568 -1.1461 1.6370 0.00 0.07 -0.04 0.129
H -1.0552 -0.5321 -1.0592 -0.55 -0.48 0.36 0.135
H -1.3558 1.4648 0.5700 0.10 -0.14 0.03 0.111
H 0.1544 1.2358 1.4891 -0.04 -0.06 -0.10 0.109
H 0.2782 1.6816 -1.4841 -0.14 -0.27 0.02 0.082
```
Forces are in eV/Å.

Summary:
- gap between HOMO and LUMO (spin up / spin down) (Ha) = 0.269 / 0.269
- net charge = 0
- HOMO energy (spin up / spin down) (eV) = -7.608 / -7.606
- total energy (Eh) = -269.15185
- relative energy (zero: lowest compared OMol25 entry of this formula, charge and spin) (kJ/mol) = 510.4



Record 5
Computed, not measured: a gas-phase ion, C3H8NS (charge -1), with ωB97M-V/def2-TZVPD.

XYZ file:
```
13
Properties=species:S:1:pos:R:3:forces:R:3:lowdin_charge:R:1
S -1.4217 1.8712 0.5357 0.04 0.22 -0.15 0.119
N -1.0537 -1.2053 -0.0012 -0.04 0.50 -0.35 -0.022
C 0.1823 -0.4196 0.1354 0.05 0.14 -0.11 -0.570
C 0.0235 0.8688 0.9825 -0.08 -0.49 -0.31 -0.755
C 0.7569 -0.0652 -1.2432 0.19 -0.28 0.22 -0.118
H 0.9243 -1.0428 0.6524 -0.09 -0.16 -0.05 0.108
H 1.8473 0.0015 -1.1639 -0.02 0.20 -0.04 0.056
H 0.5475 -0.8530 -1.9712 -0.14 0.09 0.02 0.056
H 0.3618 0.8936 -1.5802 -0.10 -0.07 -0.09 0.044
H -0.0852 0.5859 2.0289 0.19 -0.11 0.21 0.019
H 0.9885 1.3706 0.8563 -0.07 0.41 0.21 0.037
H -1.2901 -1.5148 0.9222 -0.11 -0.39 0.66 0.035
H -1.7814 -0.4910 -0.1537 0.17 -0.06 -0.22 -0.010
```
Forces are in eV/Å.

Summary:
- gap between HOMO and LUMO (Ha) = 0.247
- net charge = -1
- HOMO energy (eV) = -2.417
- SMILES string = C[C@H](N)C[S-]
- total energy (Eh) = -572.07638
- relative energy (zero: lowest compared OMol25 entry of this formula, charge and spin) (kJ/mol) = 4.9



Record 6
Computed, not measured: a molecular structure, C16H15NV, with ωB97M-V/def2-TZVPD.

XYZ file:
```
33
Properties=species:S:1:pos:R:3:forces:R:3:lowdin_charge:R:1
V -0.0182 -0.1239 -1.5231 -0.92 -3.23 -3.04 0.500
N 1.2692 1.0042 -1.6806 2.02 7.62 -1.51 -0.143
C -1.0949 -1.8615 -2.4653 -0.15 -0.35 -0.69 -0.209
C 0.0733 1.9220 -2.4777 0.72 -1.16 -0.37 -0.440
C -0.4597 0.0490 0.2763 -0.30 -0.36 6.10 -0.083
C -0.4198 -1.1419 -3.5230 0.24 -0.91 0.27 -0.185
C -0.1973 0.0374 2.8689 -0.81 0.63 3.53 -0.291
C 1.1852 -2.0467 -2.1166 -0.36 -0.17 -0.61 -0.177
C -1.2490 0.6014 3.6874 1.57 -0.73 0.70 -0.027
C 0.0465 0.0717 5.6972 -0.20 -0.18 -0.46 -0.128
C -0.0990 -2.4270 -1.6196 0.00 -0.03 -0.09 -0.200
C 0.9877 -1.2679 -3.2999 -0.94 -1.17 0.14 -0.169
C 0.9265 -0.5091 3.5042 0.48 -0.43 0.39 -0.056
C -1.0957 0.6458 5.0789 0.65 -0.35 -0.32 -0.112
C 1.0181 -0.5695 4.8977 0.10 0.30 0.72 -0.116
C 0.5319 2.4807 -3.6419 -0.15 0.11 -0.09 -0.078
C -0.3162 0.0390 1.5219 -0.79 0.11 -5.46 -0.123
C -1.2599 1.4947 -2.0313 0.18 0.99 0.11 -0.205
H -1.5641 1.8316 -1.0037 0.03 -0.13 -1.31 0.038
H -0.8951 -0.6951 -4.4039 0.26 0.05 0.66 0.109
H 2.1543 -2.3504 -1.7228 -0.36 0.21 0.02 0.097
H -2.1355 0.9828 3.2171 -0.14 0.15 -0.20 0.098
H 1.8727 -1.1080 5.3954 -0.89 0.77 -0.65 0.104
H -2.1864 -1.9682 -2.3726 0.76 0.07 0.01 0.104
H 1.7497 -0.9065 2.8857 -0.65 0.14 0.32 0.117
H 1.5896 2.3175 -3.9509 -0.91 0.17 0.21 0.029
H 1.9718 1.8113 -1.7874 -1.00 -2.41 0.41 0.076
H -0.1204 3.0685 -4.3472 0.64 -0.66 1.02 0.036
H -1.8644 1.1220 5.6916 0.21 -0.15 -0.14 0.088
H -0.2806 -3.0520 -0.7420 0.06 0.41 -0.30 0.103
H -2.0498 1.3755 -2.8254 0.85 0.44 0.93 0.059
H 0.1638 0.1162 6.7906 -0.11 -0.12 -0.59 0.085
H 1.7655 -0.9439 -3.9781 -0.10 0.35 0.29 0.101
```
Forces are in eV/Å.

Summary:
- gap between HOMO and LUMO (spin up / spin down) (Ha) = 0.204 / 0.255
- net charge = -1
- spin multiplicity = 3
- HOMO energy (spin up / spin down) (eV) = -2.360 / -3.769
- total energy (Eh) = -1617.28608
- relative energy (zero: lowest compared OMol25 entry of this formula, charge and spin) (kJ/mol) = 0.0



Record 7
Computed, not measured: a molecular structure, C12H14LuN2P, with ωB97M-V/def2-TZVPD.

XYZ file:
```
30
Properties=species:S:1:pos:R:3:forces:R:3:lowdin_charge:R:1
Lu -1.9309 -1.5546 0.3636 1.83 -1.17 0.80 1.039
P -3.4990 -1.3723 -1.7960 -1.66 -0.04 -2.43 0.602
N -1.1967 0.3683 0.4655 -0.05 0.29 -0.67 -0.184
N -2.1566 1.8056 1.8281 -0.60 1.39 0.96 0.098
C 2.7816 -2.2489 -1.1574 -0.28 0.59 -0.37 -0.223
C -2.4037 0.7538 1.0221 0.38 0.08 -0.78 -0.392
C 1.1719 0.8626 1.0514 0.30 0.31 0.12 0.011
C 3.0750 -1.3207 -2.2026 -0.84 -0.35 0.27 -0.193
C 1.3281 2.4331 2.9114 -0.37 0.15 -0.06 -0.079
C -0.1849 1.1709 1.0070 -0.52 -1.24 0.26 -0.223
C -0.7881 2.0462 1.8911 0.03 -0.17 0.95 -0.206
C -0.0472 2.7017 2.8685 0.46 0.29 0.02 -0.022
C 1.9263 1.5009 2.0386 -0.20 0.13 -0.47 -0.065
C 1.8554 -0.9464 -2.8450 0.23 -0.20 0.58 -0.220
C 0.7827 -1.6099 -2.2186 1.29 -1.43 2.13 -0.238
C 1.3881 -2.4614 -1.1091 -1.08 1.62 -1.83 -0.245
H 3.5192 -2.7160 -0.5038 -0.22 0.12 -0.19 0.066
H -3.3507 0.6327 0.4975 0.12 0.52 0.26 0.039
H 0.8382 -3.1416 -0.4523 0.22 0.04 -0.24 -0.003
H -4.0857 -2.6208 -2.2307 0.34 0.67 0.24 -0.099
H 1.5488 0.1252 0.3452 0.24 -0.01 0.15 0.103
H 4.0663 -0.9658 -2.4714 -0.19 -0.09 0.02 0.062
H 2.9922 1.2864 2.1363 -0.36 0.06 -0.08 0.110
H -2.8478 2.3112 2.3782 0.34 -0.33 -0.39 0.169
H -0.5524 3.3713 3.5658 0.35 -0.15 -0.06 0.109
H 1.7720 -0.2506 -3.6793 0.02 -0.19 0.20 0.063
H -2.9660 -0.9367 -3.0698 -0.24 -0.26 0.84 -0.077
H 1.9581 2.9461 3.6425 -0.29 -0.21 -0.19 0.105
H -0.2749 -1.5704 -2.4825 0.15 -0.04 -0.10 -0.008
H -4.7192 -0.6000 -1.7944 0.63 -0.39 0.05 -0.101
```
Forces are in eV/Å.

Summary:
- gap between HOMO and LUMO (spin up / spin down) (Ha) = 0.156 / 0.155
- net charge = 0
- HOMO energy (spin up / spin down) (eV) = -5.374 / -5.377
- total energy (Eh) = -2151.79859
- relative energy (zero: lowest compared OMol25 entry of this formula, charge and spin) (kJ/mol) = 77.5



Record 8
Computed, not measured: 2 unconnected molecules or ions with the total composition C9H13NO, with ωB97M-V/def2-TZVPD.

XYZ file:
```
24
Properties=species:S:1:pos:R:3:forces:R:3:lowdin_charge:R:1
O 3.7812 -0.8432 -1.0080 -0.15 -0.71 -0.32 0.062
N 3.3905 1.3043 -1.6744 -0.06 -0.35 -0.41 0.138
C -3.0015 -0.2257 2.1801 -0.99 -0.02 0.44 -0.067
C -3.0216 -0.9692 -0.2211 1.11 0.81 -0.09 -0.052
C -2.3496 -1.1028 -1.4256 -0.30 0.12 0.15 -0.094
C 3.4534 0.2795 -0.7412 0.47 1.82 -0.12 -0.613
C -2.3357 -0.3618 0.8417 -0.50 -0.51 0.70 -0.286
C -0.9893 -0.7823 -1.5583 -1.27 -0.50 -0.18 -0.086
C 3.1467 0.7556 0.6621 0.35 -0.94 0.49 -0.027
C -1.0217 0.0503 0.7023 0.50 -0.87 -0.96 -0.048
C -0.3120 -0.2647 -0.4712 -0.35 0.76 0.29 -0.070
H -2.9675 -1.4257 -2.2565 0.47 -0.19 -0.24 0.099
H 3.0565 -0.1419 1.2780 -0.49 0.07 -0.10 0.087
H -0.5009 0.5288 1.5183 -0.02 -0.02 0.17 0.106
H 3.5911 1.1469 -2.6520 0.11 -0.43 0.28 0.101
H -0.5956 -0.9710 -2.5451 0.67 0.14 0.13 0.098
H 4.0143 1.2365 1.1181 -0.04 0.46 -0.37 0.084
H -2.4778 -0.6614 3.0344 0.57 0.33 -0.25 0.079
H 2.2593 1.3801 0.7056 0.05 0.09 0.13 0.069
H -3.9443 -0.7747 2.2273 -0.14 0.07 -0.41 0.070
H -4.0662 -1.2369 -0.1629 -0.03 -0.07 0.25 0.106
H 3.4206 2.2735 -1.4225 -0.21 0.01 0.44 0.089
H 0.7355 -0.0077 -0.5232 0.06 -0.05 -0.17 0.073
H -3.2655 0.8138 2.3939 0.23 -0.02 0.15 0.081
```
Forces are in eV/Å.

Summary:
- gap between HOMO and LUMO (Ha) = 0.360
- net charge = 0
- HOMO energy (eV) = -8.995
- SMILES string = Cc1ccccc1.CC(N)=O
- total energy (Eh) = -480.74499
- relative energy (zero: lowest compared OMol25 entry of this formula, charge and spin) (kJ/mol) = 32.3



- What is the formula in the eighth record?
  C9H13NO